{
  "formula": "C19H31BrClF3N3O6",
  "method": "wB97M-V/def2-TZVPD",
  "species": ["C", "O", "C", "C", "C", "C", "C", "C", "C", "N", "C", "N", "F", "C", "C", "O", "Br", "N", "C", "C", "C", "Cl", "C", "C", "O", "F", "H", "H", "H", "H", "H", "H", "H", "H", "H", "H", "H", "H", "H", "H", "H", "H", "H", "H", "H", "H", "H", "H", "H", "H", "H", "H", "H", "H", "C", "C", "O", "C", "O", "O", "F", "H", "H", "H"],
  "xyz": [[3.046266, -2.963831, 0.436600], [3.369090, -2.462491, -0.838003], [4.553289, -1.678752, -0.883574], [4.239310, -0.271005, -1.324949], [3.720526, 0.600460, -0.178555], [2.627603, 1.591044, -0.574209], [1.577511, 1.705246, 0.522879], [0.399720, 2.599907, 0.149505], [-0.710787, 1.929510, -0.646716], [-0.809934, 0.492842, -0.299415], [-1.899642, -0.165418, -0.795290], [-3.087469, -0.245295, -0.033447], [-3.472490, 1.064259, 0.224456], [-2.984460, -0.989384, 1.210729], [-4.130209, -1.975067, 1.338596], [-4.048138, -3.164476, 1.110322], [-5.827282, -1.216462, 1.919845], [-1.881089, -0.723363, -1.956348], [-3.079155, -1.397683, -2.524237], [-2.802386, -2.484534, -3.542622], [-2.097609, -3.739762, -3.028518], [-2.453909, -4.087253, -1.325358], [-0.640839, -0.656483, -2.706718], [0.363746, -1.651090, -2.194073], [0.260953, -2.364965, -1.227142], [1.423311, -1.649686, -2.998639], [3.909478, -3.394693, 0.931048], [2.316370, -3.749054, 0.323295], [2.616453, -2.178971, 1.056133], [5.233191, -2.154996, -1.578309], [5.036121, -1.664008, 0.090183], [3.524201, -0.343516, -2.133166], [5.141395, 0.137228, -1.763071], [4.570760, 1.124756, 0.236037], [3.373216, -0.058102, 0.606096], [2.193920, 1.344914, -1.538188], [3.093522, 2.564185, -0.655662], [1.290486, 0.720448, 0.870697], [2.075529, 2.177718, 1.360505], [-0.006205, 3.031996, 1.053183], [0.813569, 3.421458, -0.417172], [-0.546444, 2.108768, -1.702358], [-1.620570, 2.456428, -0.403030], [-0.814262, 0.439034, 0.715668], [-3.088746, -0.274291, 2.020749], [-2.039431, -1.505121, 1.323990], [-3.656079, -0.622533, -3.012304], [-3.697064, -1.806911, -1.749792], [-3.775852, -2.785680, -3.896961], [-2.258526, -2.123818, -4.406413], [-2.454806, -4.584951, -3.590789], [-1.027391, -3.720080, -3.155325], [-0.204966, 0.326480, -2.674828], [-0.823098, -0.855344, -3.749290], [0.468488, 3.841186, 4.725468], [-0.910928, 4.101407, 5.288227], [-1.753544, 3.568553, 4.269641], [-1.062896, 2.593296, 3.641092], [-1.547191, 1.784558, 2.915092], [0.248310, 2.652520, 3.945496], [-1.163313, 5.418403, 5.432066], [0.790393, 4.651088, 4.070450], [1.222567, 3.670200, 5.487753], [-1.122582, 3.591181, 6.228671]],
  "forces_ev_per_a": [[-0.03, 0.08, -0.11], [-0.05, -0.01, -0.01], [-0.16, -0.16, -0.05], [0.22, -0.10, 0.10], [0.12, -0.28, -0.68], [0.21, -0.11, 0.69], [0.28, 0.50, -0.22], [0.53, -0.46, 0.39], [0.54, 0.96, -0.09], [-0.54, 0.28, -0.07], [0.25, 0.38, 0.71], [-0.45, -1.18, -0.59], [0.25, 0.33, 0.21], [-0.55, 0.37, 0.66], [-0.43, -3.02, -0.50], [-0.03, 2.80, 0.58], [0.54, -0.01, -0.23], [-0.23, -0.11, 0.10], [-0.11, 0.21, -0.86], [0.39, -0.27, 0.43], [-0.16, -0.05, 0.00], [-0.04, -0.04, 0.06], [0.06, -0.25, -0.17], [0.17, -1.65, 2.10], [0.21, 1.61, -2.05], [-0.15, -0.04, 0.10], [0.30, -0.04, 0.18], [-0.32, -0.20, -0.16], [-0.04, 0.11, 0.31], [0.23, -0.16, -0.25], [0.15, -0.04, 0.24], [-0.31, 0.01, -0.23], [0.24, 0.33, -0.10], [0.17, 0.24, 0.27], [-0.32, -0.18, 0.25], [-0.16, -0.16, -0.25], [-0.04, 0.41, -0.41], [-0.21, -0.25, 0.04], [0.09, 0.03, 0.40], [-0.29, 0.02, 0.24], [-0.11, 0.37, -0.30], [0.09, -0.51, -0.38], [-0.49, -0.10, 0.02], [-0.09, 0.06, 0.15], [0.22, 0.24, 0.19], [0.23, -0.30, -0.22], [-0.15, 0.29, -0.14], [0.07, -0.03, 0.52], [-0.42, 0.05, -0.14], [0.03, 0.14, -0.29], [-0.08, -0.32, -0.21], [0.35, 0.15, 0.13], [0.16, 0.37, 0.12], [-0.17, -0.15, -0.31], [0.23, -0.04, 0.08], [-0.02, 0.27, -0.10], [0.06, -0.28, 0.19], [0.06, 0.17, 0.10], [-0.07, -0.26, -0.39], [-0.04, 0.12, 0.04], [-0.03, -0.09, -0.09], [-0.11, 0.06, 0.01], [-0.01, -0.21, -0.05], [-0.05, 0.08, 0.03]],
  "lowdin_charge": [-0.113, -0.195, -0.228, -0.170, -0.181, -0.190, -0.206, -0.162, -0.146, 0.111, -0.245, -0.016, 0.031, -0.133, -0.757, -0.002, 0.758, 0.079, -0.119, -0.214, -0.538, 0.673, -0.004, -0.422, 0.150, 0.151, 0.088, 0.081, 0.076, 0.121, 0.121, 0.094, 0.115, 0.117, 0.092, 0.104, 0.115, 0.101, 0.118, 0.092, 0.120, 0.116, 0.114, 0.130, 0.115, 0.147, 0.144, 0.092, 0.124, 0.110, 0.074, 0.061, 0.125, 0.141, -0.032, -0.300, 0.149, -0.563, 0.149, 0.070, 0.094, 0.148, 0.145, 0.178],
  "lumo_ev": -3.979,
  "multiplicity": 1,
  "total_charge": 1,
  "orbital_gap_ev": 7.6,
  "energy_ha": -4691.7641
}

***

{
  "formula": "C19H31CoN7O",
  "method": "wB97M-V/def2-TZVPD",
  "species": ["Co", "N", "C", "C", "N", "C", "C", "N", "C", "C", "N", "H", "H", "H", "H", "H", "H", "H", "H", "H", "H", "H", "H", "H", "H", "H", "H", "H", "H", "C", "C", "C", "C", "C", "N", "C", "O", "N", "C", "C", "C", "C", "N", "C", "C", "C", "H", "H", "H", "H", "H", "H", "H", "H", "H", "H", "H", "H", "H"],
  "xyz": [[-0.141947, 0.166364, -0.127232], [1.872225, 0.666297, 0.006443], [2.279405, 0.855673, 1.421327], [1.470719, -0.105887, 2.246604], [0.027532, 0.072577, 1.948231], [-0.760471, -1.096617, 2.416845], [-2.032872, -1.180674, 1.620639], [-1.648575, -1.222743, 0.191076], [-0.515538, 1.332295, 2.552267], [-0.619571, 2.472040, 1.557349], [-1.234430, 1.943762, 0.320801], [2.357725, -0.144556, -0.372556], [2.190709, 1.445446, -0.561929], [2.082283, 1.884846, 1.705790], [3.342642, 0.679158, 1.567922], [1.680420, 0.023963, 3.310222], [1.741763, -1.129289, 1.981210], [-0.972936, -1.032416, 3.485285], [-0.167936, -1.998504, 2.257134], [-2.656659, -0.302612, 1.779279], [-2.612790, -2.051439, 1.917670], [-2.466123, -1.114453, -0.402698], [-1.278132, -2.146485, -0.021105], [0.095349, 1.632774, 3.405974], [-1.512280, 1.119594, 2.940086], [0.358179, 2.870113, 1.297494], [-1.193908, 3.286313, 1.995984], [-1.236344, 2.658844, -0.399569], [-2.214454, 1.733592, 0.485953], [-6.354482, 2.278051, -4.701639], [-5.302405, 1.315236, -5.205674], [-4.769179, 1.423231, -6.482552], [-3.810695, 0.531805, -6.946963], [-3.362646, -0.502459, -6.142696], [-2.393755, -1.398977, -6.689124], [-1.656159, -2.366432, -6.068984], [-1.394982, -3.431064, -6.569269], [-1.227313, -2.112990, -4.741272], [-0.840057, -0.927017, -4.139549], [-0.627419, 0.284983, -4.807998], [-0.214646, 1.390101, -4.090082], [-0.014612, 1.291693, -2.729523], [-0.207887, 0.135825, -2.080182], [-0.612919, -0.941716, -2.767781], [-3.890313, -0.634163, -4.868024], [-4.844104, 0.271007, -4.414075], [-6.751803, 2.891040, -5.508993], [-5.945002, 2.952465, -3.946016], [-7.186993, 1.744177, -4.242786], [-5.113747, 2.217547, -7.136466], [-3.415146, 0.633861, -7.953090], [-2.475409, -1.585449, -7.677287], [-0.905712, -2.966412, -4.312479], [-0.757964, 0.347858, -5.875543], [-0.031198, 2.331374, -4.591425], [0.322128, 2.139997, -2.146318], [-0.732549, -1.869467, -2.218242], [-3.603948, -1.473685, -4.244338], [-5.272570, 0.135908, -3.425126]],
  "forces_ev_per_a": [[0.40, -0.60, 1.19], [-0.26, 0.11, -0.34], [0.05, 0.02, -0.09], [-0.07, -0.04, 0.15], [-0.04, 0.09, -0.42], [0.08, 0.04, 0.16], [-0.05, -0.03, -0.07], [0.04, 0.26, -0.32], [0.05, 0.00, 0.07], [-0.04, -0.14, -0.15], [0.03, 0.13, -0.16], [0.06, 0.00, -0.03], [0.02, 0.03, -0.03], [0.02, 0.05, 0.01], [0.09, -0.01, -0.03], [-0.06, -0.03, 0.06], [-0.01, -0.02, 0.00], [0.06, 0.02, 0.06], [0.03, -0.01, -0.02], [-0.05, 0.02, -0.01], [-0.07, -0.07, -0.01], [-0.02, 0.00, -0.03], [-0.05, -0.05, 0.01], [-0.01, -0.06, 0.03], [0.02, -0.02, 0.01], [0.00, 0.04, -0.04], [-0.05, 0.05, 0.05], [-0.02, 0.03, -0.02], [-0.06, 0.05, 0.02], [0.15, -0.11, -0.03], [-0.18, 0.18, 0.08], [0.07, 0.04, -0.24], [-0.02, 0.27, -0.20], [0.34, -0.13, -0.05], [-0.04, 0.36, 0.03], [-0.27, -0.29, 0.24], [0.22, 0.16, 0.01], [0.03, 0.32, -0.05], [0.03, -0.18, -0.28], [-0.05, -0.08, 0.04], [0.00, 0.04, -0.19], [0.06, -0.15, 0.05], [-0.26, 0.14, 0.13], [0.18, 0.13, 0.16], [-0.19, -0.12, 0.30], [0.09, -0.19, 0.14], [0.02, -0.03, 0.00], [0.02, -0.02, -0.03], [0.01, -0.02, -0.02], [0.04, -0.08, 0.01], [-0.05, 0.03, 0.06], [-0.14, -0.08, -0.04], [0.03, -0.08, 0.00], [-0.07, -0.01, -0.11], [-0.02, -0.05, 0.01], [-0.05, -0.04, 0.00], [-0.04, 0.09, -0.01], [-0.06, 0.08, -0.04], [0.04, -0.03, -0.05]],
  "lowdin_charge": [0.541, 0.023, -0.175, -0.152, -0.212, -0.152, -0.181, 0.007, -0.128, -0.185, 0.016, 0.122, 0.115, 0.113, 0.139, 0.146, 0.133, 0.148, 0.134, 0.116, 0.139, 0.119, 0.112, 0.144, 0.127, 0.108, 0.135, 0.105, 0.109, -0.041, -0.273, -0.024, -0.013, -0.257, 0.141, -0.508, 0.123, 0.140, -0.207, 0.048, -0.005, -0.126, -0.048, -0.047, -0.037, -0.043, 0.081, 0.081, 0.084, 0.122, 0.123, 0.162, 0.155, 0.130, 0.130, 0.107, 0.117, 0.109, 0.112],
  "s2": 0.76,
  "lumo_ev": [-6.041, -5.899],
  "multiplicity": 2,
  "total_charge": 2,
  "orbital_gap_ev": [6.8, 7.0],
  "energy_ha": -2583.4765
}

***

{
  "formula": "C19H31InOSi",
  "method": "wB97M-V/def2-TZVPD",
  "species": ["In", "C", "C", "C", "H", "C", "C", "H", "H", "H", "H", "C", "C", "C", "H", "C", "C", "H", "H", "H", "H", "O", "C", "C", "C", "C", "C", "H", "H", "H", "H", "H", "H", "H", "H", "H", "H", "C", "Si", "C", "C", "C", "H", "H", "H", "H", "H", "H", "H", "H", "H", "H", "H"],
  "xyz": [[0.615410, -0.458342, -0.577314], [3.033461, 1.616210, -0.112677], [3.268205, 0.541462, -0.997765], [2.242866, 0.554627, -2.012988], [4.133115, -0.122462, -0.984415], [1.407617, 1.720603, -1.743739], [1.913089, 2.348359, -0.578625], [1.558090, 3.292541, -0.169000], [3.657756, 1.898791, 0.732832], [2.265720, 0.004413, -2.956726], [0.671016, 2.139141, -2.430700], [-0.740462, 1.537817, 2.774012], [-0.180510, 2.679092, 2.128254], [-1.001076, 3.004392, 1.013775], [0.712855, 3.214903, 2.446376], [-2.060735, 2.051982, 0.954108], [-1.892949, 1.138015, 2.033288], [-2.540403, 0.291855, 2.251094], [-0.359825, 1.060294, 3.672635], [-0.868852, 3.837893, 0.330844], [-2.890152, 2.068222, 0.256062], [-2.072468, 0.114488, -1.319674], [-2.855408, 0.735524, -2.322255], [-3.063455, -0.574590, -3.134857], [-2.091368, 1.776846, -3.104718], [-4.175908, 1.270611, -1.790704], [-2.298267, -1.202657, -1.988207], [-2.524181, -0.568139, -4.084743], [-4.106549, -0.876520, -3.229163], [-2.889512, -1.862162, -1.334136], [-1.333414, -1.655617, -2.269484], [-2.608370, 1.950797, -4.055726], [-1.068588, 1.444367, -3.311625], [-2.060458, 2.720789, -2.550611], [-4.907874, 1.296691, -2.609595], [-4.048075, 2.302360, -1.433132], [-4.584449, 0.638962, -0.989169], [1.611447, -4.276606, 1.457375], [2.022636, -2.512816, 1.958826], [2.167354, -2.406682, 3.840144], [3.684786, -2.067184, 1.211928], [0.644921, -1.349645, 1.412711], [2.243454, -4.994218, 2.000462], [1.774084, -4.428937, 0.381342], [0.561561, -4.509410, 1.680308], [2.914752, -3.116931, 4.225513], [2.467683, -1.398655, 4.159467], [1.205856, -2.636208, 4.321241], [3.746919, -2.365208, 0.156390], [3.891345, -0.990619, 1.276021], [4.481848, -2.595391, 1.757850], [-0.334747, -1.824679, 1.590362], [0.660207, -0.458369, 2.068528]],
  "forces_ev_per_a": [[-1.06, -1.39, -0.90], [-0.08, 0.31, -0.37], [-0.48, 0.19, -0.81], [1.39, 1.76, -0.04], [-0.43, 0.02, 0.11], [1.35, 0.06, -0.22], [0.26, -0.19, -0.35], [-0.09, -0.51, 0.05], [-0.23, -0.20, -0.05], [-0.23, 0.02, 0.68], [0.08, -0.33, 0.50], [-0.38, 0.47, -0.69], [-0.63, -0.25, 0.11], [-0.42, -0.58, 0.53], [-0.11, -0.14, -0.10], [0.56, 0.30, 0.74], [0.32, 0.72, -0.01], [0.12, 0.07, -0.02], [0.03, -0.01, -0.16], [0.09, -0.07, 0.00], [0.28, -0.11, 0.11], [-0.25, -1.93, -0.55], [-0.92, 0.14, -1.23], [0.12, 0.67, 0.55], [0.04, 0.44, 0.01], [-0.27, 0.52, -0.06], [0.41, 0.12, 0.73], [-0.17, -0.16, -0.01], [0.07, -0.03, -0.21], [0.30, 0.11, -0.13], [-0.32, 0.07, 0.39], [0.02, 0.07, 0.02], [-0.27, -0.03, 0.06], [0.21, -0.08, -0.03], [0.06, 0.04, 0.05], [-0.17, -0.35, 0.14], [0.25, 0.18, -0.17], [0.11, -0.42, 0.09], [-1.33, 1.30, -0.44], [0.30, -0.32, 0.35], [0.49, -0.15, 0.18], [1.00, -0.26, 1.70], [-0.07, -0.01, -0.09], [-0.09, 0.10, 0.18], [0.20, 0.06, -0.05], [-0.03, 0.05, 0.08], [-0.11, -0.17, -0.16], [0.17, 0.08, -0.16], [-0.08, 0.13, 0.19], [-0.15, -0.23, -0.03], [-0.02, 0.04, -0.11], [0.15, 0.15, -0.33], [0.04, -0.25, -0.03]],
  "lowdin_charge": [0.664, -0.187, -0.234, -0.350, 0.071, -0.255, -0.174, 0.077, 0.073, 0.069, 0.064, -0.235, -0.224, -0.223, 0.054, -0.204, -0.213, 0.055, 0.053, 0.051, 0.032, -0.198, -0.612, -0.108, -0.029, -0.046, -0.195, 0.098, 0.097, 0.110, 0.038, 0.080, 0.071, 0.086, 0.073, 0.069, 0.096, -0.217, 0.364, -0.217, -0.210, -0.410, 0.009, 0.017, 0.018, 0.003, 0.023, 0.019, 0.023, 0.018, 0.015, -0.017, -0.036],
  "lumo_ev": 4.847,
  "multiplicity": 1,
  "total_charge": -2,
  "orbital_gap_ev": 3.3,
  "energy_ha": -1297.2463
}